1.
The following is a DFT calculation (the ωB97M-V functional and the def2-TZVPD basis) of C2H3CaO as an isolated structure at a distorted geometry.

As for the total charge: 0. The value obtained for the HOMO energy (spin up / spin down) is -5.753 / -6.808 eV. As for the multiplicity: 2. For the HOMO-LUMO gap (spin up / spin down), the calculation gives 5.724 / 6.405 eV. Its expectation value of S² is 0.7508. As for the LUMO energy (spin up / spin down): -0.03 / -0.40 eV. Its energy relative to the best compared isomer or geometry (same formula, charge and spin) is 0.0 kJ/mol. As for the total energy: -830.6795 hartree.

```
7
Properties=species:S:1:pos:R:3:forces:R:3
H 0.4206 0.6028 -1.1521 0.3 0.0 1.3
O -1.3866 -0.4124 -0.0807 0.3 -0.6 0.5
C -0.5981 0.6067 -0.1356 0.9 1.2 -1.1
C 0.7816 0.4916 0.2097 -1.7 0.7 0.2
H 1.2930 1.4506 0.3534 -0.1 -0.4 -0.5
H 1.0814 -0.2944 0.9191 0.5 -0.5 -0.4
Ca -1.5920 -2.4450 -0.1138 -0.2 -0.3 0.0
```
Positions in Å, forces in eV/Å.

2.
The following is a DFT calculation (the ωB97M-V functional and the def2-TZVPD basis) of one molecule with the formula C2H3Cl2FN2 at a distorted geometry.

As for the total charge: 0. The value obtained for the HOMO energy is -9.927 eV. As for the multiplicity: 1. Its structure (SMILES) is [H]/N=C(\N)C(F)(Cl)Cl. For the HOMO-LUMO gap, the calculation gives 10.565 eV. As for the LUMO energy: 0.64 eV. Its energy relative to the best compared isomer or geometry (same formula, charge and spin) is 1.8 kJ/mol. As for the total energy: -1207.7644 hartree.

```
10
Properties=species:S:1:pos:R:3:forces:R:3
H 3.0542 -0.2434 0.6125 -0.1 0.2 0.2
N 2.0939 -0.2038 0.9684 -0.8 0.3 -1.6
C 1.2757 -0.0050 -0.0147 1.1 -1.2 0.9
N 1.5188 0.1445 -1.3498 1.7 0.0 0.0
C -0.2102 -0.0906 0.3295 0.0 1.9 -0.4
F -0.4307 -0.1752 1.6154 0.2 -0.4 1.3
Cl -1.0714 -1.3524 -0.4595 -0.2 -1.0 -0.6
Cl -0.9358 1.4941 -0.1646 -0.1 0.2 -0.2
H 2.4715 0.1550 -1.7467 -1.0 0.0 0.8
H 0.7923 0.2443 -2.0138 -0.7 0.1 -0.3
```
Positions in Å, forces in eV/Å.

3.
The following is a DFT calculation (the ωB97M-V functional and the def2-TZVPD basis) of one molecule with the formula C2H3Cl2FO at a distorted geometry.

As for the total charge: 0. The value obtained for the HOMO energy is -10.839 eV. As for the multiplicity: 1. Its structure (SMILES) is OC(Cl)(Cl)CF. For the HOMO-LUMO gap, the calculation gives 10.986 eV. As for the LUMO energy: 0.15 eV. Its energy relative to the best compared isomer or geometry (same formula, charge and spin) is 82.2 kJ/mol. As for the total energy: -1173.4572 hartree.

```
9
Properties=species:S:1:pos:R:3:forces:R:3
O -1.0566 0.0488 -1.6579 -0.5 2.2 -0.1
C -1.1683 0.1250 -0.3235 -0.6 -3.4 0.0
Cl -2.3063 -1.5709 0.1457 1.3 1.6 -0.2
Cl -2.0322 1.4748 0.2383 -0.9 0.7 -0.1
C 0.1423 0.0956 0.4320 -0.6 0.3 -0.6
F 0.9724 -0.8459 -0.0789 1.0 0.1 -1.4
H -0.8595 -0.7744 -2.0861 0.3 -1.0 0.5
H 0.3933 1.1779 0.3782 1.2 -0.8 -0.2
H 0.1148 -0.2480 1.4124 -1.1 0.3 2.1
```
Positions in Å, forces in eV/Å.

4.
The following is a DFT calculation (the ωB97M-V functional and the def2-TZVPD basis) of one molecule with the formula C2H3Cl2NO2 at a distorted geometry.

As for the total charge: 0. The value obtained for the HOMO energy is -11.394 eV. As for the multiplicity: 1. Its structure (SMILES) is CC(Cl)(Cl)[N+](=O)[O-]. For the HOMO-LUMO gap, the calculation gives 10.976 eV. As for the LUMO energy: -0.42 eV. Its energy relative to the best compared isomer or geometry (same formula, charge and spin) is 389.9 kJ/mol. As for the total energy: -1203.5031 hartree.

```
10
Properties=species:S:1:pos:R:3:forces:R:3
C 1.1776 -0.1564 -0.1811 -0.7 -4.4 -3.0
C -0.3056 -0.3537 -0.1634 -2.3 0.7 -1.2
Cl -1.1537 -0.1136 -1.9015 1.3 -0.4 2.0
Cl -0.9025 -1.8975 0.5238 0.6 1.0 -0.4
N -0.9983 0.8231 0.6468 0.2 -2.0 -1.0
O -0.2616 1.7129 0.8942 1.2 1.8 0.6
O -2.1502 0.7258 0.9092 -1.2 -0.1 0.3
H 1.5192 0.0423 0.7622 1.0 0.5 2.3
H 1.4953 -1.2237 -0.5273 0.0 1.7 0.9
H 1.5798 0.4407 -0.9629 -0.2 1.1 -0.3
```
Positions in Å, forces in eV/Å.

5.
The following is a DFT calculation (the ωB97M-V functional and the def2-TZVPD basis) of a 2-piece molecular cluster, C2H3Cl2NSi overall at a distorted geometry.

As for the total charge: 0. The value obtained for the HOMO energy (spin up / spin down) is -10.744 / -10.814 eV. As for the multiplicity: 1. For the HOMO-LUMO gap (spin up / spin down), the calculation gives 7.562 / 7.780 eV. As for the LUMO energy (spin up / spin down): -3.18 / -3.03 eV. Its energy relative to the best compared isomer or geometry (same formula, charge and spin) is 464.4 kJ/mol. As for the total energy: -1342.5660 hartree.

```
9
Properties=species:S:1:pos:R:3:forces:R:3
C 0.8663 1.7054 0.0504 -2.9 -2.5 -1.4
C -0.8501 -0.0318 -0.8886 1.3 3.4 -1.5
N 1.6323 2.5390 0.2175 0.9 1.0 0.3
Si -0.2494 -0.8793 0.5989 1.8 -1.1 0.3
Cl 1.7699 -1.0775 0.5972 0.6 0.0 -0.1
Cl -0.6712 -2.8976 0.5649 -0.9 0.4 0.1
H -0.2597 -0.0673 -1.8521 -0.9 -0.2 1.0
H -1.7385 0.6696 -0.9252 1.0 -1.0 0.1
H -0.4994 0.0396 1.6370 -0.9 0.0 1.3
```
Positions in Å, forces in eV/Å.

6.
The following is a DFT calculation (the ωB97M-V functional and the def2-TZVPD basis) of one molecule with the formula C2H3Cl2OP at a distorted geometry.

As for the total charge: 0. The value obtained for the HOMO energy is -9.094 eV. As for the multiplicity: 1. For the HOMO-LUMO gap, the calculation gives 8.768 eV. As for the LUMO energy: -0.33 eV. Its energy relative to the best compared isomer or geometry (same formula, charge and spin) is 297.9 kJ/mol. As for the total energy: -1414.9120 hartree.

```
9
Properties=species:S:1:pos:R:3:forces:R:3
C 0.1755 0.2745 0.8312 -0.3 1.2 -7.1
C 0.3890 -0.9293 -0.5615 -0.1 1.9 4.0
O -1.4357 2.1227 -0.0516 -0.1 1.8 -0.3
P -1.5571 0.7266 0.3370 -0.6 -1.1 1.3
Cl -0.6005 -0.2142 -1.8397 0.3 -0.9 -0.6
Cl 2.0447 -1.2487 -1.1417 -1.0 0.0 0.6
H 0.3692 -0.2091 1.6582 0.9 -2.6 4.3
H 0.7183 1.2248 0.7065 0.2 -0.6 -0.1
H -0.1035 -1.7474 0.0616 0.8 0.4 -2.0
```
Positions in Å, forces in eV/Å.

Which formula does entry 5 have?
C2H3Cl2NSi

Please write out number 1 again, unchanged.
The following is a DFT calculation (the ωB97M-V functional and the def2-TZVPD basis) of C2H3CaO as an isolated structure at a distorted geometry.

As for the total charge: 0. The value obtained for the HOMO energy (spin up / spin down) is -5.753 / -6.808 eV. As for the multiplicity: 2. For the HOMO-LUMO gap (spin up / spin down), the calculation gives 5.724 / 6.405 eV. Its expectation value of S² is 0.7508. As for the LUMO energy (spin up / spin down): -0.03 / -0.40 eV. Its energy relative to the best compared isomer or geometry (same formula, charge and spin) is 0.0 kJ/mol. As for the total energy: -830.6795 hartree.

```
7
Properties=species:S:1:pos:R:3:forces:R:3
H 0.4206 0.6028 -1.1521 0.3 0.0 1.3
O -1.3866 -0.4124 -0.0807 0.3 -0.6 0.5
C -0.5981 0.6067 -0.1356 0.9 1.2 -1.1
C 0.7816 0.4916 0.2097 -1.7 0.7 0.2
H 1.2930 1.4506 0.3534 -0.1 -0.4 -0.5
H 1.0814 -0.2944 0.9191 0.5 -0.5 -0.4
Ca -1.5920 -2.4450 -0.1138 -0.2 -0.3 0.0
```
Positions in Å, forces in eV/Å.

What did the fifth record say?
The following is a DFT calculation (the ωB97M-V functional and the def2-TZVPD basis) of a 2-piece molecular cluster, C2H3Cl2NSi overall at a distorted geometry.

As for the total charge: 0. The value obtained for the HOMO energy (spin up / spin down) is -10.744 / -10.814 eV. As for the multiplicity: 1. For the HOMO-LUMO gap (spin up / spin down), the calculation gives 7.562 / 7.780 eV. As for the LUMO energy (spin up / spin down): -3.18 / -3.03 eV. Its energy relative to the best compared isomer or geometry (same formula, charge and spin) is 464.4 kJ/mol. As for the total energy: -1342.5660 hartree.

```
9
Properties=species:S:1:pos:R:3:forces:R:3
C 0.8663 1.7054 0.0504 -2.9 -2.5 -1.4
C -0.8501 -0.0318 -0.8886 1.3 3.4 -1.5
N 1.6323 2.5390 0.2175 0.9 1.0 0.3
Si -0.2494 -0.8793 0.5989 1.8 -1.1 0.3
Cl 1.7699 -1.0775 0.5972 0.6 0.0 -0.1
Cl -0.6712 -2.8976 0.5649 -0.9 0.4 0.1
H -0.2597 -0.0673 -1.8521 -0.9 -0.2 1.0
H -1.7385 0.6696 -0.9252 1.0 -1.0 0.1
H -0.4994 0.0396 1.6370 -0.9 0.0 1.3
```
Positions in Å, forces in eV/Å.

What is the total charge in the first record?
0